The following is a DFT calculation (the ωB97M-V functional and the def2-TZVPD basis) of 2 unconnected molecules or ions with the total composition C3H8N2 in a non-equilibrium geometry.

Calculated values
SMILES: [H]/N=C/N.C=C
HOMO-LUMO gap (eV): 10.322
LUMO level (hartree): 0.035

```
! wB97M-V def2-TZVPD RIJCOSX def2/J DEFGRID3
* xyz 0 1
N 1.593 -1.174 1.608
H 2.234 -0.397 1.684
C 0.978 -1.495 2.786
H -1.044 2.172 -4.360
C -1.044 1.465 -3.537
H -1.906 0.812 -1.831
H 1.863 -1.921 0.990
H 0.728 -2.552 2.900
N 0.874 -0.642 3.726
H 0.454 -1.075 4.542
H -0.380 0.615 -3.592
H -2.474 2.539 -2.403
C -1.876 1.653 -2.513
*
```

---

The following is a DFT calculation (the ωB97M-V functional and the def2-TZVPD basis) of C3H8N2 in the gas phase in a non-equilibrium geometry.

Calculated values
SMILES: [H]/N=C(/C)NC
HOMO-LUMO gap (eV): 10.043
LUMO level (hartree): 0.035

```
! wB97M-V def2-TZVPD RIJCOSX def2/J DEFGRID3
* xyz 0 1
H 2.519 -0.255 -0.424
C -1.079 1.157 -0.129
C 1.699 -0.115 0.172
C -0.759 -0.258 -0.139
H -1.996 1.232 -0.527
N -1.813 -1.034 0.130
H -0.349 1.872 -0.389
H 1.955 -0.615 1.114
H 0.435 -1.703 -0.496
N 0.559 -0.593 -0.518
H 1.803 1.068 0.190
H -1.328 1.288 0.895
H -1.647 -2.046 0.119
*
```

---

The following is a DFT calculation (the ωB97M-V functional and the def2-TZVPD basis) of a molecular structure, C3H8N2 in a non-equilibrium geometry.

Calculated values
HOMO-LUMO gap (eV): 9.515
LUMO level (hartree): 0.021

```
! wB97M-V def2-TZVPD RIJCOSX def2/J DEFGRID3
* xyz 0 1
H -1.649 -1.406 0.773
H 0.773 1.978 -0.574
H 1.956 -1.688 -0.203
C -1.001 -0.913 -0.053
H -1.285 1.056 -0.851
H 0.071 -1.287 0.162
H -1.068 -1.073 -1.120
C -1.096 0.559 0.016
H 0.746 1.297 1.068
C 0.800 1.152 0.057
H -1.502 0.966 0.887
N 1.509 0.152 -0.492
N 1.747 -0.792 0.331
*
```

---

The following is a DFT calculation (the ωB97M-V functional and the def2-TZVPD basis) of C3H8N2 in the gas phase in a non-equilibrium geometry.

Calculated values
SMILES: [H]/N=C(/C)NC
HOMO-LUMO gap (eV): 9.761
LUMO level (hartree): 0.032

```
! wB97M-V def2-TZVPD RIJCOSX def2/J DEFGRID3
* xyz 0 1
H -1.442 -0.515 0.945
H 0.861 0.561 1.849
N 1.864 -0.119 -1.072
N -0.485 0.102 -0.841
H 0.405 -1.150 1.391
H 1.481 -0.037 -2.064
C 1.004 -0.252 1.099
H -0.548 0.349 -1.811
H -2.585 -0.184 -0.638
H -1.789 1.443 0.405
H 2.055 -0.442 1.099
C 0.800 -0.045 -0.380
C -1.621 0.290 0.021
*
```

---

The following is a DFT calculation (the ωB97M-V functional and the def2-TZVPD basis) of a molecular structure, C3H8N2 in a non-equilibrium geometry.

Calculated values
HOMO-LUMO gap (eV): 9.576
LUMO level (hartree): 0.036

```
! wB97M-V def2-TZVPD RIJCOSX def2/J DEFGRID3
* xyz 0 1
N -0.097 0.081 -0.517
H 0.287 -1.933 -1.171
N 0.160 0.243 2.199
H 1.661 -1.013 -0.569
C -1.380 -0.204 0.055
H 0.270 2.158 -0.404
C -0.219 0.170 1.032
H -2.147 0.550 -0.065
H 1.108 0.014 2.483
H -1.703 -1.239 0.111
C 0.728 -0.931 -1.134
H 0.377 2.751 0.148
H 0.953 -0.647 -2.167
*
```

---

The following is a DFT calculation (the ωB97M-V functional and the def2-TZVPD basis) of C3H8N2 in the gas phase in a non-equilibrium geometry.

Calculated values
SMILES: CC/C=N/N
HOMO-LUMO gap (eV): 9.659
LUMO level (hartree): 0.046

```
! wB97M-V def2-TZVPD RIJCOSX def2/J DEFGRID3
* xyz 0 1
H -0.330 2.173 -0.316
H -1.658 -1.803 1.737
H -2.387 -2.453 0.270
H 0.416 0.035 -1.628
C 0.834 0.235 -0.610
C 0.722 1.828 -0.499
N -1.557 -2.029 0.782
C 0.182 -0.645 0.394
H 1.125 2.342 -1.352
N -0.956 -1.153 -0.034
H 1.211 2.119 0.469
H 0.482 -0.643 1.431
H 1.915 -0.005 -0.644
*
```

---

The following is a DFT calculation (the ωB97M-V functional and the def2-TZVPD basis) of C3H8N2 in the gas phase in a non-equilibrium geometry.

Calculated values
SMILES: [H]/N=C\N(C)C
HOMO-LUMO gap (eV): 9.456
LUMO level (hartree): 0.031

```
! wB97M-V def2-TZVPD RIJCOSX def2/J DEFGRID3
* xyz 0 1
C 0.812 -0.692 -0.053
H -1.390 1.807 -0.126
H -0.015 1.789 0.998
H -2.479 -0.042 0.407
H 2.060 0.763 0.097
H 0.285 1.880 -0.784
H 0.673 -1.772 -0.076
H -1.507 -1.573 0.826
C -1.638 -0.730 0.042
N 2.012 -0.265 0.051
C -0.368 1.452 -0.006
H -1.933 -1.181 -0.964
N -0.375 0.001 -0.091
*
```

---

The following is a DFT calculation (the ωB97M-V functional and the def2-TZVPD basis) of C3H8N2 in the gas phase in a non-equilibrium geometry.

Calculated values
SMILES: [H]/N=C(/N)CC
HOMO-LUMO gap (eV): 9.998
LUMO level (hartree): 0.035

```
! wB97M-V def2-TZVPD RIJCOSX def2/J DEFGRID3
* xyz 0 1
C -0.357 -0.985 1.639
H 0.263 1.060 1.529
H 0.147 -0.625 -2.316
H 1.476 0.045 0.904
N -0.553 1.405 -1.074
H -0.211 -1.959 1.077
C 0.361 0.174 0.952
H 0.759 -1.511 -0.949
C 0.013 0.386 -0.486
H -1.454 -0.867 1.715
H 0.047 -1.270 2.655
N 0.504 -0.617 -1.330
H -0.784 2.159 -0.415
*
```

---

The following is a DFT calculation (the ωB97M-V functional and the def2-TZVPD basis) of C3H8N2 in the gas phase in a non-equilibrium geometry.

Calculated values
SMILES: C=NNCC
HOMO-LUMO gap (eV): 9.891
LUMO level (hartree): 0.044

```
! wB97M-V def2-TZVPD RIJCOSX def2/J DEFGRID3
* xyz 0 1
H -1.705 -0.348 0.651
H 1.816 -1.680 -1.888
C 1.344 -0.746 -1.546
C -1.009 0.481 0.691
N 0.275 -0.816 -0.867
H -1.658 1.320 0.538
H 0.248 1.121 -0.980
H 0.507 1.239 2.214
H 1.758 0.184 -1.956
N -0.352 0.391 -0.602
C -0.285 0.451 1.997
H 0.301 -0.489 2.075
H -1.022 0.509 2.780
*
```

---

The following is a DFT calculation (the ωB97M-V functional and the def2-TZVPD basis) of C3H8N2O in the gas phase in a non-equilibrium geometry.

Calculated values
SMILES: CC(=O)N(C)N
HOMO-LUMO gap (eV): 10.237
LUMO level (hartree): 0.032

```
! wB97M-V def2-TZVPD RIJCOSX def2/J DEFGRID3
* xyz 0 1
H -1.909 -0.245 1.169
H -0.086 -0.719 -2.726
H 0.618 0.231 2.264
H 1.792 0.731 1.055
C 0.343 -0.646 -1.714
N -1.317 0.513 1.252
C 1.003 -0.023 1.275
C -0.476 0.287 -0.851
H 0.359 -1.620 -1.269
H 1.360 -0.279 -1.868
H -1.714 1.424 1.106
H 1.466 -0.994 1.226
N -0.227 0.258 0.482
O -1.213 1.082 -1.400
*
```

---

The following is a DFT calculation (the ωB97M-V functional and the def2-TZVPD basis) of 2 unconnected molecules or ions with the total composition C3H8N2O.

Calculated values
SMILES: [H]/N=C\N.CC=O
HOMO-LUMO gap (eV): 10.009
LUMO level (hartree): 0.028

```
! wB97M-V def2-TZVPD RIJCOSX def2/J DEFGRID3
* xyz 0 1
N 0.462 0.926 -0.234
H 1.914 3.139 1.632
C -0.762 -2.662 -0.452
H -0.907 -0.566 -0.440
N 1.762 2.585 0.810
H -2.057 -1.368 -1.544
H -2.318 -1.386 0.223
O -0.499 -3.427 -1.340
C -1.577 -1.426 -0.571
C 0.744 1.695 0.724
H 1.091 0.993 -1.032
H -0.372 -2.836 0.573
H 2.417 2.673 0.052
H 0.102 1.661 1.598
*
```

---

The following is a DFT calculation (the ωB97M-V functional and the def2-TZVPD basis) of 2 unconnected molecules or ions with the total composition C3H8N2O in a non-equilibrium geometry.

Calculated values
SMILES: C=NC.NC=O
HOMO-LUMO gap (eV): 10.648
LUMO level (hartree): 0.033

```
! wB97M-V def2-TZVPD RIJCOSX def2/J DEFGRID3
* xyz 0 1
O -1.641 -1.737 -2.189
H 1.247 2.582 -0.599
H 0.976 1.276 -1.932
H 2.321 1.233 1.524
C 1.288 0.931 1.335
C 1.022 1.546 -0.882
H -1.543 -1.456 0.960
H 1.044 0.104 1.998
N 1.093 0.595 -0.057
N -1.909 -1.331 0.027
H -0.421 -2.516 -0.793
H 0.684 1.770 1.683
H -2.894 -1.128 -0.029
C -1.266 -1.870 -1.045
*
```

---

The following is a DFT calculation (the ωB97M-V functional and the def2-TZVPD basis) of 3 unconnected molecules or ions with the total composition C3H8N2O in a non-equilibrium geometry.

Calculated values
SMILES: CC#N.C=N.O
HOMO-LUMO gap (eV): 10.406
LUMO level (hartree): 0.019

```
! wB97M-V def2-TZVPD RIJCOSX def2/J DEFGRID3
* xyz 0 1
C -1.155 0.512 1.021
N -1.402 -0.589 1.258
H 2.316 -0.449 -0.073
H -0.698 -2.189 0.334
H 0.059 2.195 1.025
H -1.479 2.375 1.899
O -0.176 -2.637 -0.360
H -1.463 2.360 0.120
H 0.058 -0.029 -0.634
N 0.765 -0.172 -1.442
C 1.942 -0.427 -1.101
H -0.446 -2.254 -1.199
H 2.683 -0.643 -1.864
C -1.005 1.946 1.018
*
```

---

The following is a DFT calculation (the ωB97M-V functional and the def2-TZVPD basis) of C3H8N2O in the gas phase in a non-equilibrium geometry.

Calculated values
SMILES: [H]/N=C(\C)NOC
HOMO-LUMO gap (eV): 9.949
LUMO level (hartree): 0.028

```
! wB97M-V def2-TZVPD RIJCOSX def2/J DEFGRID3
* xyz 0 1
C -2.437 0.062 0.145
N 0.242 1.337 -0.061
H -3.219 0.862 -0.415
N -0.225 -0.770 0.184
H -2.809 -0.967 0.658
C 0.750 0.226 -0.031
H 2.701 0.447 0.840
H 1.216 1.922 -0.344
H -1.799 0.614 1.153
H 2.780 -0.431 -1.031
C 2.186 -0.302 -0.104
H 2.093 -1.349 0.388
O -1.315 -0.137 -0.689
H -0.163 -1.516 -0.693
*
```

---

The following is a DFT calculation (the ωB97M-V functional and the def2-TZVPD basis) of C3H8N2O in the gas phase in a non-equilibrium geometry.

Calculated values
SMILES: CNC(=O)CN
HOMO-LUMO gap (eV): 10.445
LUMO level (hartree): 0.033

```
! wB97M-V def2-TZVPD RIJCOSX def2/J DEFGRID3
* xyz 0 1
N 0.505 0.415 0.513
H -0.712 -2.569 -1.227
N -0.155 -1.878 -0.750
H 1.846 1.802 1.448
C 0.828 1.307 1.638
H 0.685 -0.561 0.706
O -0.680 1.821 -0.855
H -1.882 -0.685 -0.817
H -0.029 2.010 1.635
H 0.850 -2.007 -0.748
H 0.892 0.669 2.470
H -0.948 -0.451 -2.320
C -0.858 -0.581 -1.184
C -0.341 0.708 -0.510
*
```

---

The following is a DFT calculation (the ωB97M-V functional and the def2-TZVPD basis) of C3H8N2O in the gas phase in a non-equilibrium geometry.

Calculated values
SMILES: CN(C)C(N)=O
HOMO-LUMO gap (eV): 10.029
LUMO level (hartree): 0.032

```
! wB97M-V def2-TZVPD RIJCOSX def2/J DEFGRID3
* xyz 0 1
H -1.320 1.597 -0.741
C 0.913 -0.665 0.082
N 1.843 0.390 -0.176
H -2.180 -1.161 -0.563
H 0.405 1.847 -0.782
N -0.346 -0.147 0.004
H 2.519 0.512 0.556
H -1.040 -2.109 0.388
O 1.218 -1.822 0.318
H -2.033 -0.900 1.192
C -0.409 1.365 -0.204
H -0.342 1.888 0.760
H 2.239 0.304 -1.100
C -1.466 -1.100 0.268
*
```

---

The following is a DFT calculation (the ωB97M-V functional and the def2-TZVPD basis) of C3H8N2O in the gas phase in a non-equilibrium geometry.

Calculated values
SMILES: CNCC(N)=O
HOMO-LUMO gap (eV): 10.560
LUMO level (hartree): 0.033

```
! wB97M-V def2-TZVPD RIJCOSX def2/J DEFGRID3
* xyz 0 1
H 1.525 -0.871 -0.742
O -0.838 -1.062 -1.763
H 2.003 -0.081 1.271
H -1.686 1.081 -1.631
H 0.998 0.160 3.008
H -0.830 1.853 -0.370
N 1.170 0.400 0.954
H -0.093 -0.714 2.306
C 0.298 0.310 2.174
N -0.980 1.016 -0.908
C 0.714 -0.571 -0.070
H 0.314 -1.465 0.397
C -0.430 -0.214 -0.999
H -0.413 1.114 2.280
*
```

---

Results for energy: -228.56841 -228.55280 -228.46611 -228.55989 -228.46124 -228.54881 -228.58571 -228.61062 -228.54910 -303.80878 -303.83396 -303.82465 -303.80596 -303.62699 -303.84630 -303.84174 -303.84209 (in Ha, following the order of the records).